C42H54As2BrCl6CsN7O4S | the ωB97M-V functional and the def2-TZVPD basis

Values from the calculation:
DFT total energy   -341287.56506 eV
E_HOMO (alpha / beta)   0.46 / -2.80 eV
Charge   -2
LUMO level (alpha / beta)   3.21 / 3.21 eV
Spin multiplicity   2
⟨S²⟩   0.76

Atoms and positions in Å:
Cs (-0.77230, 0.04569, 1.21988)
Cl (-1.76196, 0.31818, 4.29209)
C (-0.61873, 1.47620, 4.96448)
C (0.18570, 2.15426, 4.08036)
C (1.10019, 2.99337, 4.69192)
Cl (2.24704, 3.86834, 3.67549)
C (1.18341, 3.19486, 6.07054)
Cl (2.34769, 4.28922, 6.76960)
C (0.31044, 2.50549, 6.91037)
Cl (0.37564, 2.73783, 8.63347)
C (-0.60453, 1.62205, 6.35241)
Cl (-1.68567, 0.72472, 7.39686)
N (-3.55118, 0.78163, -0.35504)
C (-3.89484, 0.87285, -1.77833)
C (-3.46059, -0.35345, -2.58263)
C (-1.96835, -0.51595, -2.85844)
N (-1.20752, -0.68347, -1.63130)
H (-3.70377, -0.17728, -0.03834)
H (-4.16438, 1.37955, 0.18645)
H (-3.42984, 1.77252, -2.19844)
H (-4.97962, 0.98568, -1.92431)
H (-3.96092, -0.29521, -3.55634)
H (-3.83259, -1.25076, -2.07952)
H (-1.59619, 0.37589, -3.37637)
H (-1.85287, -1.35978, -3.55958)
H (-0.24296, -0.95594, -1.78092)
H (-1.66118, -1.36547, -1.02830)
C (-1.16497, 3.24363, -3.83877)
As (-0.87531, 3.25860, -1.86888)
C (0.19235, 4.90910, -1.90100)
C (-2.54807, 4.20638, -1.36495)
C (-3.37363, 4.78884, -2.32525)
C (-4.55358, 5.42961, -1.98352)
C (-4.92527, 5.50608, -0.65010)
C (-4.10494, 4.94474, 0.31779)
C (-2.91415, 4.29157, -0.00983)
As (-1.77877, 3.42884, 1.37588)
C (-0.80721, 5.02954, 1.95228)
C (-3.06130, 3.43958, 2.87442)
H (-1.18766, 4.24634, -4.26918)
H (-2.08545, 2.71569, -4.09250)
H (-0.33087, 2.69685, -4.28356)
H (-0.36196, 5.71254, -2.39165)
H (1.13127, 4.72839, -2.42206)
H (0.44674, 5.18714, -0.88207)
H (-3.10440, 4.74216, -3.37443)
H (-5.18038, 5.86228, -2.75533)
H (-5.84845, 5.99635, -0.36234)
H (-4.41099, 5.01499, 1.35162)
H (-1.44023, 5.91833, 1.91980)
H (0.07630, 5.16627, 1.33122)
H (-0.46059, 4.85270, 2.96965)
H (-3.48441, 4.42177, 3.08578)
H (-2.49654, 3.11519, 3.74830)
H (-3.86222, 2.71956, 2.70267)
O (1.40570, -7.02042, 0.94818)
C (1.20187, -5.67585, 0.88816)
C (0.91811, -5.02569, -0.31352)
C (0.70441, -3.66155, -0.27491)
N (0.73309, -2.94471, 0.85517)
C (0.98733, -3.59381, 1.96885)
Br (0.85097, -2.53278, 3.52162)
C (1.26286, -4.95076, 2.06676)
H (1.20211, -7.41429, 0.09444)
H (0.85013, -5.56985, -1.24758)
H (0.48103, -3.10044, -1.17655)
H (1.46146, -5.43111, 3.01256)
C (2.95455, -2.18794, -2.49949)
N (4.05746, -2.01030, -3.45286)
C (3.46948, -1.69293, -4.75689)
N (2.61955, -0.49960, -4.73389)
C (1.56329, -0.72271, -3.73869)
N (2.09736, -1.01005, -2.40757)
C (2.92916, 0.14099, -1.98739)
N (4.02330, 0.37101, -2.94567)
C (4.83337, -0.83584, -3.01482)
C (3.44379, 0.62412, -4.25537)
H (3.36788, -2.39978, -1.51065)
H (2.35743, -3.04655, -2.82745)
H (2.86801, -2.54516, -5.08763)
H (4.27821, -1.53178, -5.47582)
H (0.94389, -1.56281, -4.07046)
H (0.93743, 0.17146, -3.67566)
H (3.35134, -0.05405, -1.00088)
H (2.30659, 1.03299, -1.91092)
H (5.24554, -1.03527, -2.02365)
H (5.65416, -0.68170, -3.72225)
H (4.24586, 0.79637, -4.98007)
H (2.81934, 1.51821, -4.19548)
C (4.18453, 0.04412, 3.42933)
C (4.50550, -1.45046, 3.20811)
C (4.31703, -1.62556, 1.69443)
O (4.44510, -0.33423, 1.13218)
C (3.75420, 0.53175, 2.04555)
H (5.07719, 0.57915, 3.75576)
H (3.40044, 0.20790, 4.16834)
H (3.83763, -2.10339, 3.76753)
H (5.53054, -1.68066, 3.50245)
H (3.31850, -2.02632, 1.47486)
H (5.06705, -2.27105, 1.23241)
H (2.67068, 0.44725, 1.90664)
H (4.03112, 1.55804, 1.82071)
S (2.86741, 3.32673, -0.19731)
C (1.60662, 2.41397, 0.21572)
Cl (-2.10077, -8.86549, 0.49037)
C (-2.41280, -7.13844, 0.60270)
C (-1.83108, -6.41418, 1.62640)
C (-2.04391, -5.04160, 1.67595)
C (-2.83798, -4.40641, 0.72828)
C (-3.43741, -5.16572, -0.26812)
C (-3.22139, -6.53477, -0.34488)
C (-2.96512, -2.88197, 0.75472)
O (-3.85002, -2.37825, 0.03226)
O (-2.11201, -2.28952, 1.44973)
H (-1.20133, -6.90973, 2.35295)
H (-1.57989, -4.43838, 2.44464)
H (-4.06298, -4.65611, -0.98956)
H (-3.66832, -7.12820, -1.13171)

Mulliken atomic charge list, values in e, 8 entries:
1. Cs 0.3230
2. Cl -0.0760
3. C 0.7274
4. C -0.8033
5. C 0.5299
6. Cl -0.1447
7. C -0.3102
8. Cl -0.2348

---

C35H95MnN8O9 | the ωB97M-V functional and the def2-TZVPD basis

Values from the calculation:
DFT total energy   -99492.93009 eV
E_HOMO (alpha / beta)   -10.55 / -10.55 eV
Charge   +1
LUMO level (alpha / beta)   -2.75 / -3.16 eV
Spin multiplicity   6
⟨S²⟩   8.75

Atoms and positions in Å:
Mn (18.64086, 18.93379, 1.19797)
C (15.55939, 15.93521, 0.64014)
C (16.84204, 16.24097, -0.18620)
C (16.48449, 16.00346, -1.67301)
O (17.44655, 17.50399, 0.12370)
H (15.36332, 14.86320, 0.61910)
H (14.76640, 16.55818, 0.22639)
H (15.69471, 16.25062, 1.67470)
H (17.58829, 15.48309, 0.05222)
H (15.87646, 16.80296, -2.09634)
H (16.02538, 15.02343, -1.80280)
H (17.45118, 15.96640, -2.17526)
C (19.75596, 21.18555, 4.82247)
C (19.08915, 20.08893, 3.94350)
C (17.62441, 20.32101, 3.57934)
O (17.15063, 19.58888, 2.46333)
C (15.78082, 19.82204, 2.13988)
N (19.88197, 20.00673, 2.70904)
H (20.58254, 20.71277, 5.35289)
H (19.04532, 21.43915, 5.60910)
H (20.05630, 22.06781, 4.25722)
H (19.18000, 19.11105, 4.41635)
H (17.47187, 21.38190, 3.38101)
H (16.99169, 19.92188, 4.37210)
H (15.66514, 20.88456, 1.92596)
H (15.23895, 19.47164, 3.01835)
H (15.44414, 19.36746, 1.20816)
H (20.77487, 19.60724, 2.96050)
H (20.07546, 20.96211, 2.44461)
C (20.28850, 14.67356, -2.12812)
C (20.84505, 15.61740, -3.22350)
C (19.95511, 15.50836, -4.49664)
O (20.51769, 15.95032, -5.71295)
C (19.68820, 16.02082, -6.84635)
N (20.76754, 16.96208, -2.67997)
H (20.39553, 13.62931, -2.42170)
H (19.27393, 14.86802, -1.78038)
H (20.88700, 14.83338, -1.23126)
H (21.90286, 15.40964, -3.38465)
H (18.97763, 15.96455, -4.34002)
H (19.71908, 14.45518, -4.64898)
H (19.51748, 14.98867, -7.15235)
H (20.24342, 16.52687, -7.63613)
H (18.76775, 16.60211, -6.79188)
H (21.20124, 17.55430, -3.37371)
H (19.82992, 17.33437, -2.72869)
C (12.85953, 16.18542, 2.27714)
C (12.20250, 17.59967, 2.16772)
C (12.57920, 18.27902, 0.82690)
O (12.21618, 19.71476, 0.85527)
C (12.51088, 20.31084, -0.38118)
N (10.77389, 17.40310, 2.29395)
H (12.73988, 15.73692, 1.29092)
H (12.33783, 15.52918, 2.97376)
H (13.91109, 16.12267, 2.55713)
H (12.54862, 18.20448, 3.00587)
H (12.18614, 17.76223, -0.04862)
H (13.66622, 18.32165, 0.75852)
H (13.59111, 20.37434, -0.51218)
H (12.08460, 21.31166, -0.45006)
H (12.15235, 19.77248, -1.25852)
H (10.54276, 16.84966, 1.48131)
H (10.41347, 18.33306, 2.13468)
C (16.09303, 13.59901, -4.38315)
C (15.46773, 12.84194, -5.58048)
C (16.25997, 13.03634, -6.90210)
O (16.34999, 14.38378, -7.30357)
C (17.07767, 14.58758, -8.52044)
N (15.19020, 11.50710, -5.27265)
H (17.15423, 13.44046, -4.19126)
H (15.55897, 13.22473, -3.50977)
H (15.88984, 14.66990, -4.38027)
H (14.53166, 13.39380, -5.66615)
H (15.84246, 12.40627, -7.68745)
H (17.27402, 12.64768, -6.80853)
H (17.19340, 15.62211, -8.84364)
H (16.57189, 14.02494, -9.30512)
H (18.00891, 14.02495, -8.58628)
H (14.92258, 11.26943, -4.32820)
H (16.02168, 10.94637, -5.39230)
C (15.43213, 8.61144, -1.31783)
C (16.69037, 9.23836, -1.98533)
C (17.78487, 9.89868, -1.09648)
O (17.17792, 10.81514, -0.11331)
C (17.11524, 12.12102, -0.67195)
N (17.25835, 8.18560, -2.76138)
H (14.75986, 8.23149, -2.08711)
H (14.82453, 9.30011, -0.73075)
H (15.80087, 7.75553, -0.75254)
H (16.30790, 9.94101, -2.72567)
H (18.61217, 10.31644, -1.67021)
H (18.22943, 9.04885, -0.57856)
H (18.03770, 12.46280, -1.14138)
H (16.78304, 12.80554, 0.10854)
H (16.33043, 12.20826, -1.42332)
H (17.33017, 7.36958, -2.17058)
H (16.60589, 7.85251, -3.45668)
C (13.14170, 12.01976, -0.50693)
C (12.21133, 13.20895, -0.89450)
C (12.90104, 14.17065, -1.89653)
O (12.02248, 15.23339, -2.16497)
C (12.56412, 16.45477, -2.68598)
N (11.00223, 12.58411, -1.38749)
H (13.58286, 11.46089, -1.33223)
H (12.67160, 11.31766, 0.18167)
H (13.97247, 12.47176, 0.03494)
H (11.95319, 13.73382, 0.02527)
H (13.21109, 13.66716, -2.81221)
H (13.85487, 14.50972, -1.49238)
H (11.69659, 17.08997, -2.86492)
H (13.06790, 16.39019, -3.65042)
H (13.18049, 16.96251, -1.94411)
H (10.35394, 12.29927, -0.66729)
H (10.42161, 13.33306, -1.73684)
C (16.29232, 19.77949, -2.83710)
C (17.33208, 18.94892, -3.57055)
C (17.73237, 19.58359, -4.90410)
O (16.71692, 19.44653, -5.96294)
C (16.80562, 20.33206, -7.08817)
N (18.46940, 18.74398, -2.68367)
H (15.33930, 19.97393, -3.32909)
H (16.63389, 20.81324, -2.88984)
H (16.16512, 19.49629, -1.79224)
H (16.79294, 18.02208, -3.76650)
H (18.66196, 19.13228, -5.25093)
H (17.78321, 20.64973, -4.68303)
H (16.14270, 20.07754, -7.91512)
H (17.81591, 20.16568, -7.46197)
H (16.58528, 21.34385, -6.74782)
H (18.10984, 18.25408, -1.87694)
H (18.52064, 19.66275, -2.26732)
C (22.07002, 16.57205, 1.09158)
C (20.55878, 16.93091, 1.10118)
C (20.05706, 16.80395, 2.55078)
O (18.72405, 17.33948, 2.60084)
C (17.89217, 16.79887, 3.65185)
N (20.50525, 18.26053, 0.49305)
H (22.63115, 17.37919, 1.56250)
H (22.47029, 16.49794, 0.08045)
H (22.25253, 15.61434, 1.57901)
H (20.08504, 16.20010, 0.44577)
H (20.70279, 17.45313, 3.14212)
H (20.08018, 15.80820, 2.99354)
H (16.85728, 17.10435, 3.49762)
H (18.29356, 17.20130, 4.58192)
H (17.88073, 15.71077, 3.71504)
H (21.41788, 18.66857, 0.63691)
H (20.48889, 18.11265, -0.50594)

Mulliken atomic charge list, values in e, 8 entries:
1. Mn 0.4317
2. C 0.4516
3. C -0.5823
4. C 1.6269
5. O 0.3958
6. H 0.1079
7. H -0.2663
8. H -0.5173

---

C5H12N2O | the ωB97M-V functional and the def2-TZVPD basis

Values from the calculation:
DFT total energy   -10403.42246 eV
E_HOMO (alpha / beta)   -7.02 / -7.02 eV
LUMO level (alpha / beta)   0.75 / 0.75 eV

Atoms and positions in Å:
C (0.33661, -1.29833, 1.60062)
C (-1.90446, -1.38507, -0.12802)
C (0.41032, 2.37061, -1.74017)
C (1.62801, -0.81454, 1.75331)
N (-0.52998, -0.94557, -0.26453)
N (-0.53896, 0.33304, -0.81595)
C (0.45302, 1.19113, -0.81510)
O (1.50677, 1.06413, -0.08243)
H (-1.31412, 0.55044, -1.43750)
H (0.16767, -2.33531, 1.34463)
H (-0.48351, -0.82218, 2.12749)
H (-2.50157, -0.80219, 0.59688)
H (-2.44550, -1.37419, -1.08886)
H (-1.89326, -2.42138, 0.21046)
H (1.19058, 2.25899, -2.49718)
H (-0.54991, 2.48147, -2.24393)
H (0.62618, 3.28008, -1.17828)
H (2.46472, -1.47489, 1.55569)
H (1.57338, 0.17187, 0.62149)
H (1.80399, -0.02815, 2.48136)

Mulliken atomic charge list, values in e, 8 entries:
1. C -0.1161
2. C -0.9500
3. C -1.1464
4. C -1.0233
5. N -0.7373
6. N 0.1154
7. C 0.7178
8. O -0.5862

---

Cl2FHOP | the ωB97M-V functional and the def2-TZVPD basis

Values from the calculation:
DFT total energy   -39103.92370 eV
E_HOMO (alpha / beta)   -13.20 / -17.56 eV
Charge   +1
LUMO level (alpha / beta)   -4.32 / -10.24 eV
Spin multiplicity   3
⟨S²⟩   2.01

Atoms and positions in Å:
O (-1.08090, -0.77586, -0.73282)
F (0.41514, -0.37082, 1.49589)
P (0.43264, 0.15971, 0.03640)
Cl (0.05744, 2.05380, 0.12194)
Cl (2.13763, -0.48727, -0.62307)
H (-1.96195, -0.57956, -0.29835)

Listed below, in e, are the Mulliken charges computed for each atom:
1. O -0.0855
2. F -0.1240
3. P 0.8308
4. Cl -0.0126
5. Cl -0.0283
6. H 0.4195